Record 1
2
Properties=species:S:1:pos:R:3:mulliken_charge:R:1 method="wB97M-V/def2-TZVPD" gap_ev=7.758 e_tot_ha=-109.07633
N 0.00 0.00 0.99 0.000
N 0.00 0.00 -0.99 0.000

=====

Record 2
131
Properties=species:S:1:pos:R:3:mulliken_charge:R:1 method="wB97M-V/def2-TZVPD" gap_ev=11.253 smiles="CCOC(=O)C(F)(F)F.CCOC(=O)C(F)(F)F.CCOC(=O)C(F)(F)F.CCOC(=O)C(F)(F)F.CCOC(=O)C(F)(F)F.CCOC(=O)C(F)(F)F.CCOC(=O)C(F)(F)F.O=S1(=O)OCCO1.O=S1(=O)OCCO1.O=S1(=O)OCCO1" e_tot_ha=-6571.69822
C -1.77 -2.73 5.06 -1.046
C -0.73 -3.64 4.45 0.683
O -0.45 -4.74 5.35 -0.357
C 0.68 -4.93 6.01 0.420
O 1.70 -4.31 5.80 -0.516
C 0.58 -6.06 7.08 0.794
F -0.18 -7.04 6.54 -0.250
F 1.80 -6.53 7.34 -0.221
F -0.06 -5.65 8.21 -0.240
H -2.70 -3.23 5.31 0.420
H -2.01 -1.98 4.31 0.105
H -1.42 -2.18 5.93 0.313
H 0.13 -2.98 4.32 -0.234
H -1.00 -4.03 3.46 0.189
C -3.83 -4.12 -2.66 -1.418
C -2.95 -3.14 -1.94 0.168
O -1.91 -3.83 -1.26 -0.205
C -0.83 -4.31 -1.82 0.511
O -0.63 -4.19 -3.04 -0.607
C 0.08 -5.11 -0.88 0.932
F -0.24 -6.42 -1.00 -0.311
F 1.34 -4.92 -1.25 -0.258
F -0.05 -4.79 0.36 -0.224
H -3.99 -5.03 -2.08 0.315
H -3.40 -4.32 -3.65 0.313
H -4.81 -3.69 -2.86 0.428
H -3.44 -2.55 -1.16 0.415
H -2.53 -2.40 -2.62 -0.022
C -4.09 4.19 -6.26 -1.057
C -3.64 2.75 -6.65 -0.194
O -3.55 1.87 -5.47 -0.285
C -2.36 1.67 -4.82 0.098
O -1.22 2.08 -5.08 -0.521
C -2.54 0.89 -3.48 1.077
F -1.74 -0.13 -3.35 -0.231
F -2.30 1.71 -2.43 -0.195
F -3.81 0.43 -3.38 -0.305
H -4.31 4.78 -7.15 0.384
H -3.24 4.62 -5.73 0.288
H -5.00 4.21 -5.66 0.297
H -2.67 2.73 -7.13 0.287
H -4.37 2.31 -7.33 0.298
C 1.72 -6.74 -3.73 -0.886
C 2.74 -5.96 -4.63 -0.324
O 2.99 -4.62 -4.17 -0.274
C 2.44 -3.60 -4.94 0.233
O 1.84 -3.79 -5.98 -0.563
C 2.80 -2.21 -4.42 1.071
F 4.05 -1.83 -4.89 -0.290
F 1.93 -1.23 -4.82 -0.205
F 2.90 -2.22 -3.07 -0.236
H 1.69 -7.82 -3.87 0.466
H 0.70 -6.45 -3.97 0.180
H 1.84 -6.66 -2.65 0.136
H 2.42 -6.01 -5.67 0.347
H 3.73 -6.40 -4.57 0.314
C -6.07 3.88 4.15 -1.240
C -5.24 2.64 3.92 -0.063
O -4.47 2.93 2.76 -0.170
C -3.52 2.01 2.28 0.069
O -3.27 0.91 2.80 -0.534
C -2.54 2.59 1.21 0.865
F -1.33 2.58 1.73 -0.025
F -2.61 1.88 0.10 -0.052
F -2.79 3.85 0.92 -0.305
H -6.43 3.99 5.17 0.396
H -6.94 4.01 3.50 0.316
H -5.40 4.74 4.06 0.295
H -5.73 1.67 3.89 0.362
H -4.56 2.42 4.74 0.153
C 3.03 -1.57 4.21 -0.439
C 4.52 -1.26 3.81 -0.477
O 4.60 -0.86 2.48 -0.253
C 4.09 0.35 2.07 0.462
O 3.37 1.01 2.77 -0.490
C 4.69 0.84 0.78 0.717
F 4.97 2.11 0.91 -0.261
F 5.78 0.20 0.44 -0.273
F 3.82 0.79 -0.23 -0.220
H 2.92 -1.47 5.29 0.392
H 2.71 -2.58 3.93 0.291
H 2.27 -0.91 3.80 -0.175
H 5.11 -2.17 3.91 0.304
H 4.94 -0.57 4.55 0.346
C 2.73 2.65 -7.22 -1.434
C 2.23 2.25 -5.82 0.426
O 3.11 2.79 -4.85 -0.227
C 2.84 2.75 -3.56 0.360
O 1.83 2.17 -3.10 -0.463
C 3.91 3.40 -2.64 0.875
F 4.77 4.04 -3.44 -0.283
F 3.31 4.26 -1.78 -0.192
F 4.62 2.49 -1.94 -0.218
H 3.80 2.46 -7.32 0.335
H 2.54 3.71 -7.35 0.359
H 2.23 2.15 -8.04 0.398
H 2.15 1.17 -5.72 -0.066
H 1.28 2.76 -5.63 0.220
C -0.09 5.77 2.51 -0.112
C -0.15 6.40 1.13 -0.621
O 0.26 5.36 0.26 -0.260
S 1.56 4.62 0.95 0.539
O 2.71 5.47 0.72 -0.612
O 1.65 3.22 0.58 -0.079
O 0.96 4.78 2.48 -0.158
H -1.05 5.41 2.88 0.091
H 0.07 6.61 3.19 0.369
H 0.53 7.25 1.00 0.327
H -1.20 6.55 0.90 0.344
C 0.82 -1.00 -0.99 0.191
C 0.71 0.43 -0.38 -0.037
O 0.35 0.30 0.92 0.690
S -0.56 -1.08 1.10 0.138
O -1.86 -0.90 0.52 -0.432
O -0.45 -1.63 2.43 0.147
O 0.36 -1.88 0.03 -0.412
H 1.84 -1.19 -1.32 0.232
H 0.22 -1.04 -1.90 0.208
H -0.01 1.02 -0.95 -0.063
H 1.64 0.98 -0.50 -0.471
C -0.32 0.92 4.67 0.929
C 0.90 1.81 4.60 0.347
O 0.41 3.09 4.83 -0.293
S -1.02 3.08 5.71 0.837
O -2.09 3.53 4.85 -0.391
O -0.82 3.63 7.03 -0.618
O -1.04 1.47 5.69 -0.396
H -0.05 -0.10 4.95 -0.033
H -0.92 0.83 3.76 -0.562
H 1.26 1.91 3.57 -0.191
H 1.74 1.60 5.25 0.264

=====

The records above give, respectively, relative energy (zero: lowest compared OMol25 entry of this formula, charge and spin) values of 1250.4 219.0 kJ/mol.
The records above give, respectively, E_HOMO values of -11.29 -10.84 eV.